{"formula": "C33H71N13O29S3", "method": "ωB97M-V/def2-TZVPD", "homo_ev": -8.1, "homo_lumo_gap_ev": 7.213, "total_charge": 0, "smiles": "CC(=O)OCCC[C@@]1(CCCSC(=S)N2CCOCC2)[C@@H](CCN)[C@@H](CCCO)[C@@H](CON=O)OS1(=O)=O.C[N+](=O)[O-].C[N+](=O)[O-].C[N+](=O)[O-].C[N+](=O)[O-].C[N+](=O)[O-].C[N+](=O)[O-].C[N+](=O)[O-].C[N+](=O)[O-].C[N+](=O)[O-].C[N+](=O)[O-]", "species": ["C", "C", "O", "O", "C", "C", "C", "C", "C", "C", "C", "S", "C", "S", "N", "C", "C", "O", "C", "C", "C", "C", "C", "N", "C", "C", "C", "C", "O", "C", "C", "O", "N", "O", "O", "S", "O", "O", "H", "H", "H", "H", "H", "H", "H", "H", "H", "H", "H", "H", "H", "H", "H", "H", "H", "H", "H", "H", "H", "H", "H", "H", "H", "H", "H", "H", "H", "H", "H", "H", "H", "H", "H", "H", "H", "H", "H", "H", "H", "C", "N", "O", "O", "H", "H", "H", "C", "N", "O", "O", "H", "H", "H", "C", "N", "O", "O", "H", "H", "H", "C", "N", "O", "O", "H", "H", "H", "C", "N", "O", "O", "H", "H", "H", "C", "N", "O", "O", "H", "H", "H", "C", "N", "O", "O", "H", "H", "H", "C", "N", "O", "O", "H", "H", "H", "C", "N", "O", "O", "H", "H", "H", "C", "N", "O", "O", "H", "H", "H"], "coordinates": [[-4.63992, 0.71823, 2.79626], [-3.70543, 2.05425, 2.42169], [-3.85382, 3.11825, 3.21107], [-2.86963, 1.93114, 1.22717], [-1.55318, 2.56514, 1.36405], [-1.34823, 3.47902, -0.00783], [-1.20366, 2.61389, -1.38482], [0.11694, 2.85916, -2.30711], [-0.18007, 2.12389, -3.78317], [-1.25116, 0.90607, -3.77728], [-0.84265, -0.46119, -2.98910], [-2.23576, -1.68055, -2.70555], [-2.50739, -1.79777, -0.82225], [-3.89595, -0.96210, -0.23888], [-1.53171, -2.56809, 0.04075], [-0.38468, -1.71675, 0.53918], [0.40830, -2.31722, 1.84562], [-0.45579, -2.90733, 2.88023], [-1.10959, -4.06407, 2.18338], [-2.20881, -3.35006, 1.14456], [0.46880, 4.45672, -2.63338], [-0.85493, 5.45337, -2.64812], [-2.08866, 5.03978, -3.60698], [-3.34601, 5.76596, -3.08867], [1.80315, 5.06881, -1.93646], [1.74174, 6.69417, -1.54694], [0.83349, 7.12110, -0.29382], [1.82264, 7.96239, 0.76196], [2.26745, 9.26332, 0.21721], [2.63093, 4.19255, -0.84882], [2.18589, 4.18410, 0.70426], [3.32956, 3.52261, 1.43089], [3.83760, 4.45683, 2.29709], [4.78005, 4.94507, 1.66273], [2.94581, 2.80477, -1.24258], [1.52971, 1.90497, -1.53665], [1.17641, 1.22604, -0.15497], [2.05810, 0.68171, -2.38430], [-5.36891, 0.59945, 1.85886], [-5.34300, 0.89931, 3.71915], [-4.01403, -0.26903, 2.84006], [-0.76676, 1.71306, 1.49464], [-1.43384, 3.29660, 2.26781], [-0.52951, 4.30638, 0.08279], [-2.37403, 4.09257, -0.07522], [-1.24488, 1.46968, -1.03923], [-2.24444, 2.74973, -1.95531], [0.83224, 1.79273, -4.32562], [-0.61951, 2.90328, -4.57901], [-1.36733, 0.58054, -4.92375], [-2.36645, 1.20640, -3.47448], [-0.02050, -1.00966, -3.65894], [-0.32011, -0.29016, -1.94146], [0.41503, -1.69328, -0.34695], [-0.71447, -0.57725, 0.66761], [0.99884, -1.43737, 2.34496], [1.22406, -3.14337, 1.57041], [-0.34070, -4.75087, 1.62674], [-1.71715, -4.65220, 3.02622], [-2.77236, -4.25744, 0.63613], [-2.91580, -2.71623, 1.83770], [0.70608, 4.43096, -3.81033], [-0.46226, 6.47250, -3.13881], [-1.23322, 5.76209, -1.58144], [-2.33701, 3.92314, -3.75699], [-1.90950, 5.50081, -4.69310], [-3.69399, 5.30522, -2.20992], [-2.94773, 6.69209, -2.75220], [2.61576, 5.13508, -2.82513], [1.47770, 7.28243, -2.55092], [2.87441, 6.98513, -1.32172], [0.04415, 7.93557, -0.66565], [0.35554, 6.27244, 0.35135], [2.80838, 7.29306, 0.83524], [1.38302, 8.01994, 1.84717], [1.85046, 9.44305, -0.68293], [3.71494, 4.70926, -0.82581], [1.26088, 3.54131, 1.00269], [2.08705, 5.21773, 1.24194], [2.03861, -6.14054, 4.19529], [1.52746, -6.34894, 2.81365], [0.34793, -6.69967, 2.69344], [2.32492, -6.15447, 1.88877], [1.23402, -6.34618, 4.90441], [2.87136, -6.83048, 4.34609], [2.36468, -5.10126, 4.27273], [5.18713, -0.76178, -2.05740], [6.18571, -0.91052, -3.15026], [7.16288, -1.63515, -2.92930], [5.96028, -0.29557, -4.19914], [5.51143, -1.35444, -1.19944], [5.13799, 0.29770, -1.79792], [4.22853, -1.12311, -2.43553], [6.37153, -6.50713, 5.25925], [5.04852, -5.83805, 5.13422], [4.09833, -6.34480, 5.74178], [5.00134, -4.82294, 4.42963], [6.26562, -7.38154, 5.90477], [6.68685, -6.80364, 4.25681], [7.06523, -5.78633, 5.69704], [1.10423, -0.71923, 5.52507], [0.94217, -2.17047, 5.81019], [1.62610, -2.95762, 5.14580], [0.13289, -2.47838, 6.69302], [1.84355, -0.59561, 4.73095], [0.13199, -0.33473, 5.21020], [1.44259, -0.23841, 6.44527], [-6.16958, 0.04576, 7.44440], [-6.68259, -0.23893, 6.07713], [-5.84631, -0.39269, 5.17948], [-7.91043, -0.30001, 5.94371], [-5.07826, 0.07057, 7.41421], [-6.56910, 1.01454, 7.75113], [-6.51915, -0.75399, 8.10064], [8.34365, -6.48959, 9.64901], [7.83250, -6.69798, 8.26736], [6.65297, -7.04872, 8.14715], [8.62996, -6.50352, 7.34249], [7.53906, -6.69523, 10.35813], [9.17640, -7.17953, 9.79981], [8.66972, -5.45030, 9.72645], [-3.54748, 0.47213, -7.88007], [-3.10932, 1.31072, -6.73185], [-3.70441, 1.15687, -5.65902], [-2.18024, 2.09977, -6.94005], [-4.36753, -0.17150, -7.55486], [-3.87735, 1.14605, -8.67333], [-2.69055, -0.12570, -8.19742], [4.60347, -8.80207, 2.65216], [5.99573, -9.32064, 2.73168], [6.44474, -9.89237, 1.73153], [6.59853, -9.13904, 3.79601], [4.19711, -9.03086, 1.66472], [4.02230, -9.29734, 3.43266], [4.64431, -7.72257, 2.81173], [-5.83209, 0.29205, -12.07150], [-5.39393, 1.13064, -10.92327], [-5.98903, 0.97679, -9.85044], [-4.46485, 1.91970, -11.13147], [-6.65214, -0.35158, -11.74629], [-6.16196, 0.96597, -12.86475], [-4.97516, -0.30578, -12.38884], [-7.48963, 1.44695, -5.78997], [-7.65168, -0.00429, -5.50486], [-6.96776, -0.79144, -6.16924], [-8.46097, -0.31220, -4.62203], [-6.75030, 1.57058, -6.58409], [-8.46187, 1.83145, -6.10485], [-7.15127, 1.92777, -4.86978]], "forces_ev_per_a": [[-0.31, 0.76, -1.91], [-1.81, 2.74, 3.61], [1.82, -5.86, -5.25], [-0.86, 0.92, 3.77], [1.45, 1.26, -0.80], [-1.07, 0.42, 0.23], [-1.11, -1.10, 1.40], [-2.09, 0.90, -1.64], [0.15, -0.16, -1.34], [-1.05, -0.96, -0.88], [2.35, 0.21, 0.19], [0.51, 0.37, 1.28], [-0.39, 1.15, 1.23], [2.84, -2.14, -1.04], [-1.60, 0.89, 0.24], [1.43, 0.87, -1.15], [0.80, 0.17, 0.26], [0.47, -1.05, -2.67], [-1.46, 1.17, 0.08], [-0.04, -1.72, 0.97], [-0.23, -0.01, -1.79], [0.93, 0.68, -0.15], [-0.64, 0.86, -0.62], [1.72, 0.14, 0.81], [1.48, 0.94, -1.47], [0.95, -0.78, -0.52], [0.64, 2.16, 0.81], [0.68, -1.60, -0.77], [-1.47, -1.15, -0.65], [1.48, 1.91, 1.19], [-0.40, -0.42, 1.17], [-2.60, -0.67, -0.52], [4.22, 1.69, -3.66], [-2.21, -0.37, 3.45], [-3.28, 0.96, -0.92], [3.08, -8.62, 2.94], [0.27, 3.74, -4.18], [-1.89, 5.37, 1.70], [1.60, 0.16, 1.92], [2.06, -0.08, -2.01], [-1.10, 2.06, 0.05], [-1.36, 1.55, -0.57], [-0.78, -1.45, -1.53], [-1.32, -1.76, 0.05], [2.24, -1.30, 0.17], [0.27, 2.50, -0.94], [2.81, -0.13, 0.75], [-2.10, 0.53, 1.62], [0.85, -1.38, 2.19], [0.37, 0.82, 2.56], [2.66, -0.39, -0.52], [-1.80, 1.11, 1.59], [-1.11, -0.17, -2.27], [-1.55, 0.06, 1.97], [0.58, -2.43, 0.20], [-1.23, -1.57, -1.00], [-1.81, 1.77, 0.16], [-1.46, 1.42, 1.11], [1.44, 1.25, -2.04], [0.82, 2.07, 1.01], [1.25, -1.14, -1.50], [-0.26, -0.06, 2.70], [-0.72, -2.20, 1.22], [0.67, -0.95, -1.99], [0.59, 1.85, 0.49], [-0.21, -1.18, 2.32], [0.60, 0.43, -1.13], [-1.02, -1.30, -0.52], [-1.88, -0.45, 1.93], [0.40, -1.36, 2.31], [-2.38, -0.59, -0.40], [1.28, -2.08, 0.97], [0.68, 1.51, -1.64], [-1.97, 1.42, 0.04], [0.62, 0.40, -2.21], [0.64, -0.63, 1.91], [-2.45, -1.24, -0.01], [1.63, 1.14, -1.04], [-0.01, -1.67, -1.65], [-0.34, -0.06, -0.16], [-0.56, -0.15, -0.42], [1.66, 0.32, -0.27], [-1.19, -0.34, 0.92], [0.16, 0.04, -0.26], [-0.52, 0.26, -0.36], [0.06, -0.32, -0.08], [-0.08, -0.12, 0.31], [0.72, -0.14, -0.70], [-1.23, 1.04, -0.57], [0.50, -0.95, 1.42], [0.04, 0.12, -0.30], [-0.15, -0.18, -0.19], [0.14, 0.28, 0.02], [0.06, -0.26, -0.03], [-0.28, 0.42, -0.04], [1.54, 0.96, -0.20], [-0.35, -1.37, 1.07], [-0.05, 0.40, -0.32], [-0.01, 0.24, 0.20], [-0.19, -0.12, -0.24], [0.15, 0.18, -0.22], [-0.07, -1.22, 0.05], [-1.04, 1.04, 1.16], [1.21, 0.30, -1.30], [-0.17, -0.16, 0.20], [0.13, -0.10, 0.17], [-0.19, -0.10, -0.13], [0.31, 0.05, 0.18], [-0.56, -0.24, -0.89], [-1.42, -0.05, 1.33], [1.91, 0.08, 0.03], [-0.30, -0.03, -0.12], [-0.05, -0.25, -0.04], [-0.06, 0.22, -0.13], [-0.10, 0.00, 0.34], [-0.44, -0.19, -0.80], [1.72, 0.47, 0.14], [-1.17, -0.32, 1.22], [0.13, 0.03, -0.30], [-0.07, 0.22, -0.12], [0.06, -0.24, -0.09], [-0.19, -0.27, -0.07], [0.06, 0.43, 0.70], [0.87, 0.53, -1.44], [-1.20, -0.96, 0.58], [0.18, 0.22, 0.06], [0.21, -0.07, 0.17], [-0.07, 0.23, 0.02], [-0.26, -0.02, -0.22], [0.97, -0.59, -0.34], [-0.47, 0.85, 1.68], [-0.65, -0.40, -1.50], [0.21, 0.07, 0.24], [0.17, 0.16, -0.03], [-0.04, -0.17, 0.02], [-0.25, -0.26, -0.09], [0.25, 0.60, 0.66], [0.93, 0.40, -1.32], [-1.34, -1.12, 0.56], [0.23, 0.23, 0.04], [0.21, -0.10, 0.12], [-0.11, 0.24, -0.01], [0.19, 0.22, -0.19], [-0.10, -1.10, 0.25], [-1.03, 0.90, 0.99], [1.25, 0.31, -1.38], [-0.17, -0.15, 0.21], [0.14, -0.08, 0.20], [-0.18, -0.11, -0.14]]}